*a*
20
Properties=species:S:1:pos:R:3:lowdin_charge:R:1 method="wB97M-V/def2-TZVPD" orbital_gap_ev="7.038 / 8.447" e_lumo_ev="-2.592 / -6.608" spin_multiplicity=3 total_charge=+1 s2=2.008 e_homo_ev="-9.630 / -15.055" mol_weight_da=101.17
C -2.203 0.316 -1.037 0.021
C 0.489 0.811 1.346 -0.037
C -0.238 -0.976 -1.723 -0.022
C 0.083 1.086 -0.520 -0.114
C 1.009 -0.403 1.866 -0.289
N 2.284 -0.685 1.936 0.083
N -0.712 0.241 -1.131 -0.209
H -2.476 1.266 -0.653 0.085
H -2.705 0.106 -2.024 0.119
H -0.406 1.028 1.735 0.048
H 1.250 1.648 1.471 0.139
H -2.520 -0.566 -0.381 0.135
H 0.778 -1.059 -2.121 0.106
H -1.079 -1.256 -2.474 0.131
H -0.317 -1.741 -0.852 0.138
H 1.114 1.114 -1.016 0.151
H -0.224 2.069 -0.358 0.092
H 0.300 -1.353 2.139 0.167
H 2.698 -1.654 2.197 0.179
H 2.875 0.008 1.599 0.078

*b*
20
Properties=species:S:1:pos:R:3:lowdin_charge:R:1 method="wB97M-V/def2-TZVPD" orbital_gap_ev="6.054 / 9.712" e_lumo_ev="-3.267 / -6.265" spin_multiplicity=3 total_charge=+1 s2=2.006 e_homo_ev="-9.321 / -15.977" mol_weight_da=101.17
C -1.281 0.871 0.419 -0.086
C 2.729 1.010 0.513 -0.070
C 1.754 -0.258 -1.297 -0.045
C -2.956 -1.028 0.232 -0.020
C 2.351 -0.270 -0.103 -0.269
N -0.556 -0.321 0.749 0.159
N -1.742 -0.372 -0.116 -0.182
H -2.055 1.200 1.186 0.158
H -1.144 1.531 -0.495 0.163
H 3.735 1.347 0.426 0.093
H 2.120 1.729 0.041 0.063
H 2.525 0.979 1.531 0.068
H -1.640 -0.554 -1.177 0.229
H 1.497 -1.258 -1.720 0.097
H 1.500 0.636 -1.719 0.040
H -2.893 -2.106 0.104 0.106
H -3.281 -0.792 1.339 0.153
H -3.764 -0.622 -0.423 0.125
H 2.697 -1.307 0.208 0.143
H 0.405 -0.417 0.301 0.076

Order of stability, best first: *a*, *b*

*a*
17
Properties=species:S:1:pos:R:3:lowdin_charge:R:1 method="wB97M-V/def2-TZVPD" orbital_gap_ev=5.906 e_lumo_ev=6.253 total_charge=-2 e_homo_ev=0.347 mol_weight_da=132.12
C 1.362 -1.378 0.723 -0.245
C 0.194 -2.060 1.395 -0.165
C 1.246 0.201 0.499 -0.789
O 1.958 0.627 -0.466 -0.152
O 0.385 0.936 1.017 -0.070
H 2.513 -1.205 1.146 0.135
H 1.493 -1.727 -0.386 0.108
H 0.233 -1.821 2.559 0.099
H 0.284 -3.217 1.250 0.068
H -0.665 -1.703 0.914 0.031
C -0.769 1.062 -1.402 -0.028
C -1.795 2.296 -0.962 -0.632
O -1.830 3.318 -1.768 -0.230
O -2.693 2.393 -0.023 -0.207
H 0.142 1.415 -1.670 0.004
H -1.281 0.599 -2.203 0.023
H -0.776 0.264 -0.622 0.048

*b*
17
Properties=species:S:1:pos:R:3:lowdin_charge:R:1 method="wB97M-V/def2-TZVPD" orbital_gap_ev=7.575 e_lumo_ev=6.362 total_charge=-2 e_homo_ev=-1.213 mol_weight_da=132.12
C 1.804 -0.809 -1.302 -0.081
C 2.170 -2.153 -1.875 -0.852
O 3.074 -1.877 -2.681 -0.127
O 1.610 -3.116 -1.358 -0.078
H 1.226 -1.084 -0.456 0.038
H 1.158 -0.239 -1.914 0.037
H 2.729 -0.255 -1.034 0.072
C -1.106 1.027 0.828 -0.170
C -1.527 1.663 -0.527 -0.115
C -1.819 1.519 2.092 -0.830
O -2.258 2.668 2.135 -0.093
O -1.923 0.708 3.017 -0.097
H -1.212 0.027 0.726 0.053
H -0.085 1.363 1.086 0.112
H -1.181 2.680 -0.689 0.051
H -2.620 1.769 -0.543 0.064
H -1.174 1.196 -1.385 0.015

Order of stability, best first: *b*, *a*

*a*
17
Properties=species:S:1:pos:R:3:lowdin_charge:R:1 method="wB97M-V/def2-TZVPD" orbital_gap_ev=9.021 e_lumo_ev=-4.149 total_charge=+1 e_homo_ev=-13.170 mol_weight_da=133.20
C 0.947 1.217 0.237 -0.124
C 2.409 0.681 0.286 -0.347
C 0.619 -1.135 -0.153 -0.308
C -2.200 -0.636 -0.328 -0.239
N -1.203 0.424 -0.103 0.029
N 0.127 0.066 0.024 -0.181
O -1.932 -1.716 0.455 0.005
S 2.315 -1.096 -0.084 1.048
H 0.729 1.691 1.085 0.100
H 0.896 1.779 -0.696 0.146
H 3.126 1.262 -0.483 0.155
H 2.719 0.929 1.206 0.033
H 0.006 -2.080 -0.369 0.156
H -2.079 -0.804 -1.468 0.169
H -1.987 -1.553 1.363 0.096
H -3.132 -0.230 -0.224 0.106
H -1.360 1.202 -0.748 0.156

*b*
17
Properties=species:S:1:pos:R:3:lowdin_charge:R:1 method="wB97M-V/def2-TZVPD" orbital_gap_ev=8.446 smiles="C[N+]1=[S@]2(N)=C(CO)[C@@H]12" e_lumo_ev=-4.640 total_charge=+1 e_homo_ev=-13.087 mol_weight_da=133.20
C -2.132 0.221 -1.583 -0.069
N -1.164 0.079 -0.587 -0.365
S 0.067 1.160 0.032 1.288
N -0.786 0.956 1.383 -0.227
C 0.829 -0.439 0.020 -0.302
C 2.194 -0.608 0.583 -0.209
O 2.955 0.607 0.435 -0.040
C -0.327 -0.954 -0.454 -0.140
H -1.802 0.426 -2.610 0.106
H -2.633 -0.761 -1.523 0.119
H -2.802 1.007 -1.198 0.105
H -0.547 0.295 2.189 0.148
H -1.635 1.509 1.511 0.090
H 2.567 -1.382 -0.072 0.134
H 2.185 -0.777 1.617 0.113
H 3.608 0.656 1.090 0.072
H -0.576 -1.994 -0.832 0.177

*c*
17
Properties=species:S:1:pos:R:3:lowdin_charge:R:1 method="wB97M-V/def2-TZVPD" orbital_gap_ev=8.974 e_lumo_ev=-4.359 total_charge=+1 e_homo_ev=-13.333 mol_weight_da=133.20
C 1.085 1.243 0.443 -0.102
C 2.421 0.728 -0.182 -0.384
C 0.623 -1.124 0.074 -0.253
C -1.909 -0.569 -0.544 -0.196
N -1.096 0.407 0.098 -0.016
N 0.171 0.098 0.173 -0.228
O -2.265 -1.586 0.497 -0.051
S 2.396 -1.102 0.020 1.010
H 1.153 1.275 1.581 0.160
H 0.690 2.153 -0.155 0.172
H 2.416 1.032 -1.210 0.078
H 3.321 1.232 0.151 0.094
H -0.052 -1.975 -0.139 0.130
H -1.327 -0.894 -1.422 0.131
H -3.187 -1.676 0.676 0.074
H -2.876 -0.106 -1.006 0.169
H -1.562 0.864 0.944 0.212

Order of stability, best first: *c*, *a*, *b*

*a*
19
Properties=species:S:1:pos:R:3:lowdin_charge:R:1 method="wB97M-V/def2-TZVPD" orbital_gap_ev=8.587 e_lumo_ev=-3.394 total_charge=+1 e_homo_ev=-11.981 mol_weight_da=139.21
C -1.377 0.581 1.302 -0.115
C -0.827 0.034 0.003 -0.458
N -1.472 0.609 -1.097 0.006
N -0.934 -1.656 0.041 0.155
O 2.328 1.808 -1.051 -0.035
O 2.311 -0.822 -1.220 -0.069
O 2.234 0.101 1.195 -0.077
Si 1.954 0.482 -0.342 0.340
H -1.028 0.130 2.285 0.090
H -2.434 0.381 1.346 0.064
H -1.145 1.719 1.432 0.127
H -1.329 0.090 -2.067 0.153
H -2.423 0.895 -0.885 0.082
H -1.846 -2.151 -0.009 0.148
H -0.456 -1.624 -0.921 0.146
H -0.425 -1.971 0.851 0.116
H 2.545 2.651 -0.529 0.154
H 2.790 -0.905 -2.050 0.092
H 1.534 -0.351 1.716 0.080

*b*
19
Properties=species:S:1:pos:R:3:lowdin_charge:R:1 method="wB97M-V/def2-TZVPD" orbital_gap_ev=11.104 smiles=C[C@](N)([NH3+])[Si](O)(O)O e_lumo_ev=-3.160 total_charge=+1 e_homo_ev=-14.264 mol_weight_da=139.21
C 1.351 -0.371 1.091 -0.038
C 0.316 0.392 0.201 -0.485
N 0.759 1.656 -0.218 0.105
N -0.970 0.730 1.208 0.204
Si -0.539 -0.683 -1.114 0.140
O -2.018 -0.111 -1.117 -0.032
O -0.602 -2.092 -0.350 -0.095
O 0.288 -0.241 -2.416 -0.031
H 1.023 -1.416 1.424 0.096
H 1.292 0.219 2.084 0.103
H 2.419 -0.297 0.775 0.106
H 0.790 1.656 -1.222 0.087
H 1.558 1.933 0.202 0.054
H -1.570 1.237 0.469 0.175
H -1.292 -0.116 1.535 0.095
H -0.504 1.305 1.920 0.151
H -2.860 -0.507 -0.917 0.099
H 0.271 -2.661 -0.252 0.160
H 0.287 -0.633 -3.302 0.107

Order of stability, best first: *b*, *a*

*a*
10
Properties=species:S:1:pos:R:3:lowdin_charge:R:1 method="wB97M-V/def2-TZVPD" orbital_gap_ev=9.078 e_lumo_ev=-0.981 e_homo_ev=-10.058 mol_weight_da=134.12
C 0.085 1.003 0.714 -0.419
C 1.321 0.269 1.252 -0.139
N -0.492 0.303 -0.327 0.007
N -0.220 -0.951 -0.688 -0.363
O -0.220 2.104 1.108 0.106
O 1.906 -0.605 0.666 0.084
O -1.830 -1.637 -2.591 -0.521
S -0.751 -1.964 -1.673 0.929
H -1.355 0.884 -0.672 0.213
H 1.558 0.593 2.211 0.101

*b*
10
Properties=species:S:1:pos:R:3:lowdin_charge:R:1 method="wB97M-V/def2-TZVPD" orbital_gap_ev=9.993 smiles="N#[N+][S-].O=C=O.C=O" e_lumo_ev=0.131 e_homo_ev=-9.862 mol_weight_da=134.12
N 0.419 0.347 2.875 0.215
N 0.434 -0.521 2.112 -0.780
S 0.575 -1.787 1.283 0.792
O -0.470 1.740 0.425 0.190
C -1.041 0.799 0.788 -0.574
O -1.771 -0.028 1.069 0.165
C 0.498 -0.176 -2.160 -0.102
O -0.346 -0.724 -1.506 -0.035
H 0.307 0.861 -2.439 0.087
H 1.394 -0.510 -2.447 0.042

Order of stability, best first: *b*, *a*

*a*
8
Properties=species:S:1:pos:R:3:lowdin_charge:R:1 method="wB97M-V/def2-TZVPD" orbital_gap_ev=9.256 smiles="OC(=S)CCl" e_lumo_ev=-0.299 e_homo_ev=-9.555 mol_weight_da=110.57
O -0.447 0.002 -1.574 -0.062
C -0.366 0.413 -0.277 -0.856
S -0.743 2.009 0.095 0.673
C 0.302 -0.550 0.741 -0.577
Cl 0.967 -2.083 0.099 0.566
H -0.391 0.999 -1.892 0.117
H -0.450 -0.643 1.587 0.108
H 1.127 -0.147 1.222 0.030

*b*
8
Properties=species:S:1:pos:R:3:lowdin_charge:R:1 method="wB97M-V/def2-TZVPD" orbital_gap_ev="6.835 / 6.731" e_lumo_ev="-0.991 / -1.076" e_homo_ev="-7.826 / -7.807" mol_weight_da=110.56
C -0.344 -0.346 0.710 -0.273
C 0.542 -0.928 -0.224 -0.045
O -1.225 -0.504 1.449 0.212
S 0.299 2.404 0.239 -0.097
Cl -1.378 2.469 -0.838 -0.142
H 1.234 -0.177 -0.540 0.046
H 0.988 -1.827 0.343 0.150
H -0.116 -1.091 -1.139 0.149

Order of stability, best first: *a*, *b*